Computed, not measured: a structure of composition C22H49N2P3SSeZr in a non-equilibrium geometry, with ωB97M-V/def2-TZVPD.

Summary:
Energy relative to the best compared isomer or geometry (same formula, charge and spin) in kJ/mol: 0.0
HOMO in eV: -18.94
Energy in eV: -131875.8733
LUMO energy in eV: -14.5
Charge: +4
Frontier orbital gap in Eh: 0.162
F_max in eV/A: 3.662

Structure (XYZ):
```
79
C22H49N2P3SSeZr ωB97M-V/def2-TZVPD
Zr -0.066 -0.165 -0.272
P 0.391 2.029 0.851
P -2.654 0.182 -0.239
P 2.467 -0.370 -0.892
H -1.617 -3.098 -4.919
C -0.815 -3.612 -4.358
C -0.505 -3.521 -3.053
H -0.884 -2.762 -2.374
C 0.434 3.646 -0.025
C -0.964 2.439 2.009
C 1.940 2.226 1.801
C -3.295 -0.815 -1.637
C -3.667 -0.268 1.207
C -3.246 1.859 -0.693
C 2.703 -1.522 -2.299
C 3.704 -0.901 0.352
C 3.222 1.203 -1.483
H -0.271 -4.344 -4.970
H 0.164 -4.289 -2.640
H 0.581 4.460 0.700
H -0.493 3.816 -0.571
H 1.242 3.663 -0.756
H -0.635 3.291 2.619
H -1.247 1.598 2.657
H -1.854 2.679 1.427
H 1.717 2.803 2.709
H 2.692 2.751 1.206
H 2.380 1.267 2.073
H -4.394 -0.860 -1.590
H -2.879 -1.833 -1.582
H -2.978 -0.365 -2.593
H -4.517 0.424 1.313
H -3.033 -0.215 2.103
H -4.029 -1.298 1.099
H -4.345 1.883 -0.649
H -2.895 2.101 -1.709
H -2.845 2.626 -0.021
H 3.775 -1.628 -2.533
H 2.154 -1.158 -3.183
H 2.279 -2.500 -2.023
H 4.659 -1.169 -0.126
H 3.308 -1.769 0.897
H 3.871 -0.094 1.080
H 4.217 1.019 -1.914
H 3.326 1.910 -0.650
H 2.572 1.659 -2.241
C 0.003 0.613 -4.574
C -0.355 -0.677 -4.989
C 0.150 -1.164 -6.205
C 1.015 -0.381 -6.991
C 1.440 0.874 -6.511
C 0.966 1.340 -5.289
Se -0.638 1.664 -3.037
H -0.429 0.329 -2.271
H -0.951 -1.339 -4.369
H -0.097 -2.160 -6.585
H 1.342 -0.795 -7.952
H 2.138 1.516 -7.050
H 1.328 2.283 -4.895
C -1.142 -3.732 6.212
C -0.204 -2.734 5.562
N -0.696 -2.376 4.189
C -0.197 -1.335 3.493
S 0.085 -1.557 1.766
N 0.206 -0.231 4.141
C -0.496 0.327 5.328
C 0.516 1.020 6.213
H -2.142 -3.315 6.359
H -0.750 -3.978 7.204
H -1.234 -4.657 5.627
H -0.138 -1.834 6.176
H 0.823 -3.129 5.474
H -1.000 -3.153 3.616
H 0.735 0.455 3.586
H -1.262 1.015 4.970
H -1.043 -0.435 5.887
H 1.030 1.853 5.697
H 0.015 1.435 7.096
H 1.275 0.313 6.564
```

From a Mulliken analysis of the wavefunction, the atomic charges in e read: -0.9004 1.9037 1.1936 0.9137 0.5087 -0.7434 -0.1998 -0.0760 -1.4056 -0.7896 -1.3988 -1.0704 -1.1345 -1.1124 -0.8797 -1.2427 -0.8791 0.2622 0.3201 0.5000 0.4119 0.4044 0.5896 -0.1638 0.2209 0.5303 0.5005 0.2555 0.4593 0.3785 0.3471 0.4545 0.1776 0.4279 0.5550 0.2074 0.3115 0.4769 0.2258 0.3416 0.4545 0.4039 0.3588 0.4845 0.2565 0.1328 0.2933 0.9945 -0.4340 -0.6091 -0.7602 -0.7227 0.2084 -0.2022 -0.1454 0.3323 0.4276 0.4291 0.3834 -1.2981 -0.1533 -0.1456 0.7343 -0.3700 0.0864 -0.5500 -1.2188 0.3413 0.4078 0.3854 0.1080 0.3270 0.3572 -0.0965 0.3401 0.5034 0.3218 0.4143 0.3370


Computed, not measured: the molecule C5H8O, with ωB97M-V/def2-TZVPD.

Summary:
Energy relative to the best compared isomer or geometry (same formula, charge and spin) in kJ/mol: 689.4
HOMO (alpha / beta) in eV: -7.42 / -7.31
Energy in eV: -7355.1101
LUMO energy (alpha / beta) in eV: 0.3 / 0.4
Charge: 0
Frontier orbital gap (alpha / beta) in Eh: 0.284 / 0.282
F_max in eV/A: 0.395

Structure (XYZ):
```
14
C5H8O ωB97M-V/def2-TZVPD
O -2.401 -0.659 0.437
C -1.232 -0.021 0.448
C -0.074 -1.044 0.407
C 0.837 0.027 -0.113
C 0.046 0.526 -1.264
C 1.366 0.875 0.839
H -3.085 0.025 0.490
H -0.254 -1.868 -0.303
H 0.190 -1.467 1.383
H 1.455 -0.124 -1.137
H 0.212 1.535 -1.638
H -0.271 -0.215 -1.999
H 1.573 0.508 1.838
H 1.639 1.902 0.611
```

From a Mulliken analysis of the wavefunction, the atomic charges in e read: -0.3272 -0.2079 -0.7372 0.7316 -1.1102 -0.8984 0.4138 0.2673 0.3812 0.2834 0.3368 0.3459 0.2521 0.2689


Computed, not measured: a cluster of 2 separate species, C6H13FNO3S in total in a non-equilibrium geometry, with ωB97M-V/def2-TZVPD.

Summary:
Energy relative to the best compared isomer or geometry (same formula, charge and spin) in kJ/mol: 0.0
HOMO in eV: -15.43
Energy in eV: -27608.9599
LUMO energy in eV: -4.1
Charge: +1
Frontier orbital gap in Eh: 0.415
F_max in eV/A: 3.292

Structure (XYZ):
```
25
C6H13FNO3S ωB97M-V/def2-TZVPD
C 0.641 -2.706 0.731
C -0.746 -2.078 1.018
C 1.721 -1.613 1.101
C -0.864 -0.801 0.274
C 1.543 -0.406 0.163
C -0.817 2.929 -2.386
N 0.137 -0.144 -0.166
O -1.077 2.851 0.150
O -2.491 1.281 -1.070
O -0.006 0.866 -1.101
F 0.059 1.335 1.886
S -1.295 2.033 -0.993
H 0.827 -3.624 1.347
H 0.715 -2.906 -0.356
H -1.461 -2.819 0.828
H -0.806 -2.003 2.141
H 1.620 -1.226 2.129
H 2.790 -1.896 0.975
H -1.842 -0.386 0.039
H -0.367 2.138 1.511
H 1.976 0.446 0.621
H 2.018 -0.563 -0.837
H -1.669 3.380 -2.889
H -0.152 3.725 -2.048
H -0.453 2.189 -3.068
```

From a Mulliken analysis of the wavefunction, the atomic charges in e read: -0.6939 -0.8989 -0.6605 0.1372 -0.5432 -0.8899 0.2790 -0.6839 -0.5942 -0.2460 -0.4126 1.2626 0.3528 0.3193 0.4181 0.3172 0.3352 0.3421 0.5997 0.4384 0.2758 0.4272 0.3881 0.3819 0.3485


The lowest F_max belongs to which entry?
C5H8O


What did the third record say?
Computed, not measured: a cluster of 2 separate species, C6H13FNO3S in total in a non-equilibrium geometry, with ωB97M-V/def2-TZVPD.

Summary:
Energy relative to the best compared isomer or geometry (same formula, charge and spin) in kJ/mol: 0.0
HOMO in eV: -15.43
Energy in eV: -27608.9599
LUMO energy in eV: -4.1
Charge: +1
Frontier orbital gap in Eh: 0.415
F_max in eV/A: 3.292

Structure (XYZ):
```
25
C6H13FNO3S ωB97M-V/def2-TZVPD
C 0.641 -2.706 0.731
C -0.746 -2.078 1.018
C 1.721 -1.613 1.101
C -0.864 -0.801 0.274
C 1.543 -0.406 0.163
C -0.817 2.929 -2.386
N 0.137 -0.144 -0.166
O -1.077 2.851 0.150
O -2.491 1.281 -1.070
O -0.006 0.866 -1.101
F 0.059 1.335 1.886
S -1.295 2.033 -0.993
H 0.827 -3.624 1.347
H 0.715 -2.906 -0.356
H -1.461 -2.819 0.828
H -0.806 -2.003 2.141
H 1.620 -1.226 2.129
H 2.790 -1.896 0.975
H -1.842 -0.386 0.039
H -0.367 2.138 1.511
H 1.976 0.446 0.621
H 2.018 -0.563 -0.837
H -1.669 3.380 -2.889
H -0.152 3.725 -2.048
H -0.453 2.189 -3.068
```

From a Mulliken analysis of the wavefunction, the atomic charges in e read: -0.6939 -0.8989 -0.6605 0.1372 -0.5432 -0.8899 0.2790 -0.6839 -0.5942 -0.2460 -0.4126 1.2626 0.3528 0.3193 0.4181 0.3172 0.3352 0.3421 0.5997 0.4384 0.2758 0.4272 0.3881 0.3819 0.3485


The highest F_max belongs to which entry?
C22H49N2P3SSeZr